[1]
The following is a DFT calculation (ωB97M-V/def2-TZVPD) of a structure of composition C39H30ClFN5O6PS4Sc.

```
88
Properties=species:S:1:pos:R:3:lowdin_charge:R:1
Sc 1.4820 -1.5352 0.7478 0.691
Cl -2.3656 -1.6107 -3.3848 0.732
C -3.6519 -1.2976 -2.2512 -0.660
C -4.8687 -1.9207 -2.4816 -0.116
C -5.9331 -1.6765 -1.6299 -0.090
C -5.7704 -0.8039 -0.5635 -0.083
C -4.5476 -0.1852 -0.3547 -0.069
C -3.4536 -0.4161 -1.1904 -0.373
P -1.7709 0.2614 -0.8554 1.123
C -2.0805 1.2240 0.6713 -0.387
C -2.5406 2.5399 0.6961 -0.093
C -2.6682 3.2192 1.8993 -0.084
C -2.3348 2.5904 3.0937 -0.091
C -1.8826 1.2790 3.0810 -0.090
C -1.7560 0.6022 1.8754 -0.118
C -1.6595 1.6166 -2.0958 -0.374
C -2.5358 1.7743 -3.1654 -0.102
C -2.3392 2.7833 -4.1028 -0.095
C -1.2766 3.6640 -3.9712 -0.107
C -0.4028 3.5243 -2.8978 -0.091
C -0.5842 2.5022 -1.9812 -0.107
H -4.9684 -2.5921 -3.3236 0.099
H -6.8830 -2.1656 -1.8031 0.100
H -6.5932 -0.6062 0.1112 0.101
H -4.4311 0.4820 0.4897 0.100
H -2.7830 3.0437 -0.2327 0.105
H -3.0155 4.2452 1.9041 0.098
H -2.4096 3.1273 4.0310 0.102
H -1.5872 0.7877 3.9993 0.102
H -1.3692 -0.4114 1.8729 0.056
H -3.3859 1.1123 -3.2725 0.086
H -3.0359 2.8906 -4.9260 0.098
H -1.1329 4.4599 -4.6919 0.095
H 0.4303 4.2073 -2.7836 0.101
H 0.1042 2.3831 -1.1514 0.090
S 1.1756 -0.8450 3.1914 0.621
C 2.6561 -1.6648 3.7274 -0.669
C 3.3746 -1.1169 4.7926 -0.140
C 4.5311 -1.7085 5.2705 -0.119
C 4.9981 -2.8739 4.6738 -0.120
C 4.3027 -3.4242 3.6109 -0.143
C 3.1300 -2.8431 3.1197 -0.685
S 2.3012 -3.6360 1.7675 0.599
H 2.9993 -0.2082 5.2500 0.087
H 5.0651 -1.2601 6.0996 0.089
H 5.9044 -3.3489 5.0300 0.088
H 4.6653 -4.3244 3.1304 0.089
F 0.3147 2.6930 4.9028 0.081
C 1.4981 2.7674 4.2804 -0.197
C 1.6225 2.4612 2.9867 0.026
N 2.8347 2.5345 2.3314 0.031
C 2.8947 2.2539 0.9000 -0.014
C 2.3892 0.8476 0.6356 -0.647
O 3.1739 -0.1260 0.6909 -0.032
O 1.1521 0.6845 0.4195 -0.131
C 3.9896 2.9202 2.9808 -0.462
O 5.0655 3.0542 2.4368 0.079
N 3.8176 3.1730 4.3289 0.217
C 2.6469 3.1494 5.0822 -0.408
O 2.6477 3.4275 6.2618 0.084
H 0.7783 2.1273 2.3966 0.125
H 3.9329 2.3431 0.5952 0.132
H 2.2739 2.9747 0.3651 0.134
H 4.6581 3.4314 4.8241 0.165
N -0.0601 -0.0136 -6.7937 0.099
C 0.4097 -0.7085 -5.6804 -0.334
C 0.4579 -2.1016 -5.6785 -0.048
C 0.9089 -2.7858 -4.5620 -0.066
C 1.3332 -2.0797 -3.4487 -0.295
C 1.3246 -0.6887 -3.4544 -0.051
C 0.8695 -0.0072 -4.5634 -0.027
S 1.6870 -2.9047 -1.9376 0.572
O 2.8118 -2.2017 -1.3193 -0.343
O 1.7686 -4.3159 -2.1910 -0.290
N 0.4928 -2.4600 -0.9989 -0.232
C -0.4367 -3.1854 -0.3303 -0.783
S -1.2146 -4.6667 -0.7384 1.048
C -2.0986 -4.5718 0.7462 -0.398
C -1.7413 -3.4643 1.4334 -0.229
N -0.8071 -2.6721 0.8187 -0.029
H -0.6969 -0.5330 -7.3765 0.084
H -0.4100 0.9093 -6.5845 0.081
H 0.1154 -2.6498 -6.5486 0.109
H 0.9183 -3.8678 -4.5392 0.114
H 1.6516 -0.1474 -2.5751 0.115
H 0.8337 1.0739 -4.5585 0.108
H -2.7947 -5.3417 1.0312 0.055
H -2.1161 -3.1778 2.4044 0.113
```

HOMO-LUMO gap in Ha: 0.234
Total charge: -1
Energy in Ha: -5484.66399
ΔE to the lowest compared entry with this formula, charge and spin in eV: 0.797
HOMO in eV: -4.3
Max |F| in eV Å⁻¹: 0.52

=====

[2]
The following is a DFT calculation (ωB97M-V/def2-TZVPD) of a structure of composition C21H56BCuF4O21S7 at a distorted geometry.

```
111
Properties=species:S:1:pos:R:3:lowdin_charge:R:1
Cu -23.9568 -7.1763 17.4988 0.851
B -24.1458 -10.0041 16.9636 -1.172
F -25.2825 -9.3433 17.5555 0.061
F -24.5569 -10.8553 15.9647 0.172
F -23.3541 -8.8890 16.4180 0.064
F -23.4085 -10.6414 17.9554 0.145
O -22.9287 -3.4130 19.5145 -0.229
S -23.2449 -4.7255 19.9275 0.578
O -23.4129 -5.7263 18.9350 -0.300
O -22.1218 -5.2596 20.9010 -0.247
C -21.1566 -4.2939 21.4017 -0.224
C -20.2670 -5.0334 22.3708 -0.047
C -24.6180 -4.7034 20.9786 -0.092
H -21.6689 -3.4752 21.9124 0.125
H -20.5842 -3.8819 20.5771 0.123
H -19.5207 -4.4018 22.8439 0.092
H -19.6713 -5.7733 21.8160 0.083
H -20.8333 -5.6412 23.0793 0.046
H -25.4483 -4.2367 20.4544 0.054
H -24.3117 -4.0878 21.8232 0.090
H -24.8433 -5.7246 21.2707 0.065
O -23.3040 -6.0803 13.2924 -0.240
S -22.3259 -6.2693 14.2968 0.546
O -22.7349 -6.4536 15.6323 -0.274
O -21.4436 -7.5039 13.9450 -0.227
C -21.1473 -7.7211 12.5416 -0.227
C -20.0372 -8.7727 12.4756 -0.044
C -21.1647 -4.9596 14.2593 -0.085
H -20.8534 -6.7965 12.0438 0.116
H -22.0422 -8.1083 12.0589 0.126
H -20.4516 -9.7656 12.6243 0.085
H -19.2772 -8.5634 13.2260 0.065
H -19.5603 -8.7421 11.4954 0.084
H -20.9872 -4.6774 13.2254 0.077
H -20.2539 -5.2872 14.7479 0.066
H -21.6195 -4.1277 14.7937 0.079
O -27.1760 -6.5030 20.6339 -0.239
S -27.1660 -6.8820 19.2581 0.546
O -26.0203 -6.6559 18.4663 -0.276
O -27.5107 -8.3829 19.1280 -0.243
C -28.5249 -8.9121 20.0211 -0.240
C -28.9935 -10.2051 19.4318 -0.047
C -28.5023 -6.1627 18.3916 -0.082
H -29.3529 -8.2068 20.1200 0.117
H -28.0988 -9.0929 21.0049 0.120
H -28.1726 -10.9129 19.3455 0.094
H -29.4718 -10.0536 18.4633 0.065
H -29.7820 -10.6198 20.0638 0.094
H -28.3086 -6.3409 17.3370 0.074
H -28.5291 -5.1094 18.6561 0.077
H -29.4151 -6.6640 18.7022 0.073
O -25.9611 -3.5162 18.5646 -0.261
S -25.4606 -3.6544 17.2349 0.579
O -24.6255 -4.7423 16.8906 -0.272
O -26.7189 -3.7787 16.2674 -0.248
C -27.6225 -2.6722 16.1718 -0.281
C -28.9976 -3.1865 15.8802 -0.052
C -24.6744 -2.1742 16.7337 -0.088
H -27.2986 -1.8980 15.4676 0.126
H -27.6484 -2.1180 17.1221 0.123
H -28.9744 -3.9855 15.1346 0.081
H -29.6619 -2.3978 15.5369 0.091
H -29.4304 -3.6495 16.7698 0.075
H -25.3897 -1.3619 16.8426 0.074
H -24.2942 -2.2801 15.7262 0.086
H -23.8836 -2.0142 17.4674 0.077
O -25.3727 -7.2023 15.7889 -0.287
S -26.2059 -7.5457 14.6935 0.562
O -25.7954 -8.5339 13.7787 -0.210
O -27.6354 -7.9191 15.2391 -0.241
C -27.7922 -9.3012 15.7127 -0.224
C -29.2634 -9.6148 15.6804 -0.067
C -26.6127 -6.1096 13.8300 -0.094
H -27.3467 -9.4342 16.6944 0.097
H -27.2885 -9.9811 15.0259 0.124
H -29.4598 -10.5766 16.1448 0.082
H -29.5717 -9.6530 14.6324 0.086
H -29.8664 -8.8149 16.1149 0.077
H -27.0224 -5.3600 14.5056 0.050
H -27.3556 -6.3691 13.0818 0.088
H -25.6857 -5.7387 13.3995 0.067
O -19.6519 -6.0852 18.3242 -0.256
S -20.2778 -7.3676 18.1732 0.563
O -21.6678 -7.4320 17.9461 -0.270
O -19.6238 -8.1243 16.9766 -0.224
C -18.1832 -8.0278 16.8266 -0.229
C -17.7697 -6.8967 15.9067 -0.058
C -19.8908 -8.3862 19.5449 -0.095
H -17.8445 -9.0053 16.4950 0.129
H -17.7115 -7.8601 17.8014 0.112
H -16.6961 -6.7288 15.9642 0.088
H -18.3027 -5.9801 16.1549 0.065
H -18.0347 -7.0991 14.8631 0.069
H -18.8513 -8.1846 19.7894 0.078
H -20.0654 -9.4124 19.2462 0.089
H -20.5427 -8.0430 20.3413 0.048
O -23.9678 -8.2665 19.6083 -0.262
S -23.4003 -8.9119 20.7146 0.559
O -22.1999 -9.6409 20.5938 -0.229
O -23.1680 -7.7471 21.7625 -0.254
C -22.3628 -8.0342 22.9195 -0.253
C -22.7147 -7.0657 24.0274 -0.056
C -24.6836 -9.8261 21.4668 -0.077
H -21.3050 -7.9551 22.6517 0.114
H -22.4803 -9.0635 23.2728 0.122
H -22.1464 -7.3207 24.9213 0.093
H -23.7713 -7.1557 24.2966 0.090
H -22.5283 -6.0231 23.7695 0.060
H -24.3280 -10.3416 22.3529 0.079
H -25.0168 -10.5305 20.7033 0.092
H -25.4636 -9.1065 21.6853 0.072
```

HOMO-LUMO gap (spin up / spin down) in Ha: 0.409 / 0.296
Total charge: +1
Expectation value of S²: 0.751
Energy in Ha: -7265.83239
ΔE to the lowest compared entry with this formula, charge and spin in eV: 0.000
HOMO (spin up / spin down) in eV: -12.7 / -12.7
Multiplicity: 2
Max |F| in eV Å⁻¹: 2.22

=====

[3]
The following is a DFT calculation (ωB97M-V/def2-TZVPD) of a cluster of 2 separate species, C5H6N2O in total at a distorted geometry.

```
14
Properties=species:S:1:pos:R:3:lowdin_charge:R:1
C 0.0275 0.4423 1.1876 -0.427
C 1.5728 -0.3390 -0.2608 -0.174
C 0.3887 -0.2386 -0.9492 -0.182
C -0.7061 -0.3972 -2.1721 -0.055
C -1.6624 -0.1473 -0.9917 -0.088
H 2.1790 0.7041 1.5290 0.305
H 2.5848 -0.4783 -0.4541 0.086
H -0.7078 0.4022 -2.8844 0.086
H -0.6503 -1.4228 -2.5413 0.101
H -2.2350 -1.1524 -0.8116 0.160
H -2.0267 0.7194 -1.5820 0.120
N 1.3092 -0.2400 1.0305 0.059
N -0.5293 0.0563 -0.0191 0.019
O -0.2908 0.8240 2.3477 -0.012
```

HOMO-LUMO gap in Ha: 0.303
Total charge: 0
Energy in Ha: -378.68896
ΔE to the lowest compared entry with this formula, charge and spin in eV: 4.952
HOMO in eV: -7.7
Max |F| in eV Å⁻¹: 8.58

=====

[4]
The following is a DFT calculation (ωB97M-V/def2-TZVPD) of the molecule C3H2NP at a distorted geometry.

```
7
Properties=species:S:1:pos:R:3:lowdin_charge:R:1
C 0.7782 -2.2158 -1.4063 -0.371
C 1.4921 -1.6505 -0.4481 -0.423
C 0.3021 0.1157 0.3062 -0.173
N 0.1521 -2.6867 -2.2934 0.154
P 1.9991 -0.5884 0.6736 0.877
H 0.2925 0.8685 -0.3694 -0.032
H -0.4936 -0.5028 0.2711 -0.032
```

SMILES string: C=P#CC#N
HOMO-LUMO gap (spin up / spin down) in Ha: 0.280 / 0.287
Total charge: 0
Energy in Ha: -511.44160
ΔE to the lowest compared entry with this formula, charge and spin in eV: 2.353
HOMO (spin up / spin down) in eV: -9.0 / -9.1
Max |F| in eV Å⁻¹: 4.75

=====

[5]
The following is a DFT calculation (ωB97M-V/def2-TZVPD) of a cluster of 11 separate species, C14H50N6O11 in total at a distorted geometry.

```
81
Properties=species:S:1:pos:R:3:lowdin_charge:R:1
C 1.3359 2.2462 2.6389 -0.062
C 2.3679 1.2652 2.0519 -0.256
O 2.3589 0.0512 2.7509 -0.134
H 0.2649 1.9592 2.5499 0.057
H 1.4899 3.2762 2.2019 0.098
H 1.4989 2.3542 3.7429 0.097
H 3.3459 1.7072 2.0859 0.123
H 2.1119 0.9032 1.0579 0.092
H 2.9459 0.1402 3.5089 0.121
C 2.1479 2.6592 -3.3451 -0.066
C 1.4089 1.7472 -2.4701 -0.351
O 1.1719 2.3622 -1.2521 -0.066
H 2.7899 3.3932 -2.8001 0.095
H 1.4129 3.2932 -3.8591 0.086
H 2.7979 2.2362 -4.0611 0.063
H 1.9049 0.8242 -2.2851 0.080
H 0.4969 1.4662 -2.9581 0.080
H 0.4739 1.9042 -0.7861 0.018
C -3.7711 0.8332 -2.1841 -0.058
C -3.3471 2.0192 -3.0931 -0.292
O -1.9941 2.2972 -3.0421 -0.112
H -3.6341 0.9922 -1.0791 0.070
H -3.2291 -0.0888 -2.3961 0.064
H -4.8041 0.5292 -2.3481 0.075
H -3.7981 2.9132 -2.7941 0.089
H -3.5991 1.7522 -4.1601 0.138
H -1.7531 2.3932 -2.0931 0.069
C 1.0149 -3.2258 1.7069 -0.616
O 0.8349 -4.4638 1.1299 -0.116
N 0.4129 -2.8808 2.8209 0.160
N 1.9259 -2.3548 1.4389 0.191
H -0.2001 -3.5868 3.2389 0.130
H 0.4229 -1.9568 3.3259 0.064
H 2.5399 -2.4538 0.6419 0.083
H 2.0679 -1.4308 1.7829 0.059
C 0.3809 -0.6368 5.3239 -0.626
O -0.6741 -0.5868 6.2919 -0.166
N 0.2399 -0.4448 4.0919 0.126
N 1.5679 -1.0008 5.6579 0.176
H -0.7061 -0.1298 3.7639 0.098
H 0.9949 -0.2388 3.4229 0.048
H 1.6309 -1.2538 6.6419 0.135
H 2.1959 -1.3788 4.9989 0.094
C -0.9891 -1.0338 -4.1651 -0.611
O -0.9471 -2.1518 -4.9941 -0.162
N -0.7141 -1.0898 -2.8711 0.171
N -1.2361 0.1612 -4.6271 0.146
H -0.5621 -2.0108 -2.4251 0.051
H -0.7651 -0.2918 -2.2021 0.067
H -1.5861 0.2602 -5.6101 0.143
H -1.4451 0.9232 -3.9351 0.059
C 0.2259 -4.0908 -2.5061 -0.154
O -0.1921 -3.2778 -1.4771 -0.148
H 0.6049 -3.4048 -3.2381 0.059
H -0.4801 -4.7478 -2.9961 0.088
H 1.0409 -4.7108 -2.0991 0.096
H 0.1189 -3.6308 -0.6611 0.027
C -1.4501 3.4482 0.4229 -0.110
O -2.3491 2.5092 0.8629 -0.099
H -0.3901 3.2102 0.5769 0.077
H -1.6761 4.3602 0.9159 0.099
H -1.4801 3.4962 -0.6391 0.069
H -3.1881 2.8202 1.0849 0.091
C -3.0811 -0.3588 2.8269 -0.112
O -1.9801 0.5442 2.9159 -0.160
H -2.8381 -1.1548 3.6139 0.114
H -3.1231 -0.8448 1.8999 0.053
H -4.0721 0.0502 3.1479 0.100
H -2.2571 1.1872 2.2699 0.031
C -0.3521 -0.2928 0.1909 -0.064
O -1.0761 0.5972 -0.6971 -0.176
H -1.0531 -1.0738 0.5109 0.100
H -0.0701 0.3732 1.0039 0.060
H 0.5159 -0.7888 -0.2791 0.082
H -1.6901 1.1312 -0.2391 0.003
C 3.3829 -1.2808 -1.5101 -0.153
O 4.0899 -2.1218 -0.6321 -0.128
H 2.5569 -1.7808 -1.9311 0.061
H 4.0109 -1.0498 -2.3471 0.080
H 3.1069 -0.3698 -0.9091 0.089
H 4.3419 -2.9188 -1.1171 0.100
```

SMILES string: NC(N)=O.NC(N)=O.NC(N)=O.CCO.CCO.CCO.CO.CO.CO.CO.CO
HOMO-LUMO gap in Ha: 0.293
Total charge: 0
Energy in Ha: -1719.41477
ΔE to the lowest compared entry with this formula, charge and spin in eV: 5.096
HOMO in eV: -8.2
Max |F| in eV Å⁻¹: 10.39

=====

[6]
The following is a DFT calculation (ωB97M-V/def2-TZVPD) of the molecule C3H11N3O3 at a distorted geometry.

```
20
Properties=species:S:1:pos:R:3:lowdin_charge:R:1
C -1.5090 -1.5027 1.1828 -0.062
N -0.4067 -0.5706 0.9425 -0.161
C -0.4397 0.0254 -0.3872 -0.622
N -0.6028 -0.9734 -1.3666 0.141
O -0.5011 0.4762 1.9030 -0.048
O -1.2852 1.0973 -0.5237 -0.067
H -1.2540 1.0289 1.6140 0.098
H 0.1875 -1.6040 -1.4106 0.102
H -0.7830 -0.5674 -2.2735 0.096
H -1.3920 -2.3657 0.5341 0.076
H -1.4395 -1.8155 2.2226 0.086
H -2.4858 -1.0403 0.9962 0.093
C 2.0179 0.7396 0.3351 -0.051
N 0.8901 0.9420 -0.5649 -0.182
O 1.3955 0.7671 -1.8972 -0.039
H 1.0531 1.5292 -2.3840 0.106
H -0.3230 1.7548 -0.5942 0.181
H 1.6705 0.9015 1.3500 0.076
H 2.4089 -0.2766 0.2466 0.091
H 2.7984 1.4541 0.0750 0.088
```

SMILES string: CN(O)C(N)(O)N(C)O
HOMO-LUMO gap in Ha: 0.370
Total charge: 0
Energy in Ha: -510.74456
ΔE to the lowest compared entry with this formula, charge and spin in eV: 4.867
HOMO in eV: -9.4
Max |F| in eV Å⁻¹: 2.55

=====

- The highest ΔE to the lowest compared entry with this formula, charge and spin belongs to which entry?
  C14H50N6O11

=====

- Among the records above, which one has the highest total charge?
  C21H56BCuF4O21S7